No. 1
A 2-piece molecular cluster, C3H8N2OP overall, computed with ωB97M-V/def2-TZVPD.

Positions of all 15 atoms, in Å:
P 1.21708 -1.49671 1.86392
O 0.39820 1.60060 -1.09608
N -1.42756 2.43020 0.13997
N -0.90634 0.25081 0.18694
C -0.65829 1.44212 -0.30998
C 0.90365 0.28639 -1.33473
C 0.07616 -0.63292 -0.34048
H -1.47675 3.35938 -0.12153
H -0.09202 -1.95154 2.42078
H -0.34229 -1.54330 -0.72695
H 1.15066 -2.79925 1.12272
H 0.90406 -0.09630 -2.37111
H 1.94438 0.30028 -1.10603
H -1.73628 0.00657 0.72279
H -2.26844 2.13297 0.72336

- electronic energy (hartree) = -644.872369
- LUMO level (Eh) = -0.158
- highest occupied orbital energy (eV) = -12.53
- relative energy (zero: lowest compared OMol25 entry of this formula, charge and spin) (kcal per mole) = 53.5
- total charge = +1

Atomic partial charges in e from the natural (NBO) method, atoms 1 to 5: 0.186, -0.394, -0.742, -0.578, 0.793

=====

No. 2
One molecule with the formula C4H5NOS, computed with ωB97M-V/def2-TZVPD.

Positions of all 12 atoms, in Å:
S -1.96455 -1.10889 0.69211
O -0.38696 0.39691 2.51084
N -0.65285 -0.25495 1.13277
C -1.42452 -1.13436 -0.93890
C 1.36040 0.95747 0.30766
C -0.23651 -0.49050 -1.06721
C 0.22701 -0.00073 0.16414
H 1.11819 1.98989 0.30947
H 1.68810 0.81438 1.26086
H -2.10328 -1.58273 -1.70823
H 0.33572 -0.32883 -2.03512
H 2.03923 0.74236 -0.62836

- electronic energy (hartree) = -683.463897
- LUMO level (Eh) = 0.006
- highest occupied orbital energy (eV) = -8.53
- relative energy (zero: lowest compared OMol25 entry of this formula, charge and spin) (kcal per mole) = 90.4

Atomic partial charges in e from the natural (NBO) method, atoms 1 to 5: 0.716, -0.603, -0.230, -0.410, -0.640